Below is 3 unconnected molecules or ions with the total composition C19H37NO4, with properties calculated with wB97M-V/def2-TZVPD.

Lowest unoccupied orbital energy   -1.4 eV
ΔE to the lowest compared entry with this formula, charge and spin   158.1 kJ/mol
Gap between HOMO and LUMO   0.3025 hartree
SMILES   NC[C@H](O)CC1=CC(=O)OC1=O.CCCCCC.CCCCCC
Strongest force on any atom   6.07 eV/A
Highest occupied orbital energy   -9.59 eV
Total charge   0

Geometry (Å):
N1 5.42 -1.67 -0.98
C1 4.46 -2.79 -1.38
C2 3.00 -2.30 -0.92
O1 3.06 -1.36 0.21
C3 1.99 -3.51 -0.56
C4 0.49 -2.90 -0.73
C5 -0.04 -2.00 0.25
C6 -1.47 -1.62 -0.35
O2 -2.18 -0.72 0.17
O3 -1.68 -2.42 -1.51
C7 -0.51 -3.14 -1.95
O4 -0.35 -3.79 -3.01
H1 5.05 -0.80 -1.42
H2 6.33 -1.84 -1.44
H3 4.50 -2.81 -2.54
H4 4.79 -3.79 -0.94
H5 2.53 -1.78 -1.85
H6 2.45 -0.63 -0.06
H7 2.11 -4.43 -1.24
H8 2.12 -3.90 0.52
H9 0.50 -1.68 1.20
C8 -6.65 1.15 3.91
C9 -7.21 -0.23 3.59
C10 -6.27 -1.37 3.97
C11 -4.93 -1.38 3.22
C12 -5.03 -1.43 1.70
C13 -5.70 -2.70 1.18
H10 -5.74 1.35 3.35
H11 -7.38 1.92 3.66
H12 -6.43 1.24 4.98
H13 -7.48 -0.28 2.53
H14 -8.15 -0.36 4.15
H15 -6.78 -2.32 3.80
H16 -6.06 -1.33 5.04
H17 -4.34 -2.24 3.57
H18 -4.35 -0.49 3.50
H19 -4.02 -1.38 1.28
H20 -5.56 -0.55 1.32
H21 -5.15 -3.59 1.51
H22 -5.72 -2.70 0.09
H23 -6.73 -2.78 1.53
C14 3.88 1.36 -3.20
C15 4.80 2.24 -2.38
C16 4.15 2.75 -1.08
C17 2.92 3.63 -1.28
C18 3.14 4.89 -2.12
C19 4.15 5.85 -1.51
H24 2.99 1.89 -3.53
H25 4.40 1.00 -4.10
H26 3.56 0.48 -2.63
H27 5.14 3.09 -2.99
H28 5.70 1.67 -2.12
H29 4.90 3.29 -0.50
H30 3.87 1.88 -0.47
H31 2.55 3.93 -0.29
H32 2.11 3.04 -1.73
H33 2.18 5.41 -2.23
H34 3.46 4.62 -3.13
H35 3.82 6.17 -0.52
H36 4.24 6.74 -2.14
H37 5.14 5.40 -1.42

Population analysis type Löwdin, resulting atomic charges in e:
1 N -0.0339
2 C -0.2037
3 C -0.3373
4 O -0.0821
5 C -0.0757
6 C -0.0676
7 C 0.1101
8 C -0.3138
9 O 0.0834
10 O 0.0656
11 C -0.2622
12 O 0.1133
13 H 0.0503
14 H 0.0655
15 H 0.1201
16 H 0.1207
17 H 0.1478
18 H 0.0953
19 H 0.1256
20 H 0.1359
21 H 0.1426
22 C -0.1163
23 C -0.2745
24 C -0.2310
25 C -0.2258
26 C -0.2667
27 C -0.1097
28 H 0.0657
29 H 0.0691
30 H 0.0742
31 H 0.0984
32 H 0.1038
33 H 0.0994
34 H 0.1078
35 H 0.1083
36 H 0.1011
37 H 0.0701
38 H 0.1042
39 H 0.0740
40 H 0.0702
41 H 0.0643
42 C -0.1083
43 C -0.2680
44 C -0.2233
45 C -0.2285
46 C -0.2724
47 C -0.1139
48 H 0.0705
49 H 0.0754
50 H 0.0486
51 H 0.1009
52 H 0.1013
53 H 0.1039
54 H 0.1020
55 H 0.1103
56 H 0.0996
57 H 0.1054
58 H 0.0982
59 H 0.0759
60 H 0.0701
61 H 0.0657

***

Below is a gas-phase ion, C9H19BBrNO7P (charge -1), with properties calculated with wB97M-V/def2-TZVPD.

Lowest unoccupied orbital energy   2.8 eV
Gap between HOMO and LUMO   0.3211 hartree
Strongest force on any atom   6.12 eV/A
Highest occupied orbital energy   -5.95 eV
Total charge   -1

Geometry (Å):
C1 3.53 -1.47 1.87
C2 4.01 -0.34 0.81
O1 4.45 0.80 1.64
C3 2.78 0.21 -0.07
N1 2.14 -0.86 -0.94
C4 0.67 -0.64 -0.81
C5 -0.21 -1.30 -1.97
O2 -1.50 -1.82 -1.55
C6 -2.44 -0.78 -1.25
O3 -2.13 0.59 -1.56
B1 -2.30 1.40 -0.33
O4 -3.52 2.24 -0.39
C7 -1.12 2.46 0.11
C8 -0.59 3.41 -1.08
O5 -0.74 3.16 -2.30
Br1 0.45 5.10 -0.71
O6 -2.33 0.47 0.84
C9 -2.99 -0.68 0.27
P1 -3.07 -2.30 1.23
O7 -1.91 -2.39 2.24
H1 4.40 -2.09 2.26
H2 2.75 -2.19 1.43
H3 2.98 -0.90 2.72
H4 4.92 -0.65 0.20
H5 3.85 1.56 1.40
H6 1.98 0.56 0.69
H7 3.07 1.10 -0.74
H8 2.43 -1.79 -0.63
H9 0.50 0.51 -0.90
H10 0.33 -0.98 0.24
H11 0.39 -2.22 -2.35
H12 -0.31 -0.61 -2.89
H13 -3.41 -1.01 -1.84
H14 -3.90 2.39 0.50
H15 -0.24 1.88 0.58
H16 -1.47 3.18 0.94
H17 -4.07 -0.28 0.11
H18 -3.05 -3.43 0.32
H19 -4.33 -2.29 1.96

Population analysis type Löwdin, resulting atomic charges in e:
1 C -0.0615
2 C -0.3535
3 O -0.1246
4 C -0.1948
5 N -0.0908
6 C -0.1869
7 C -0.1656
8 O -0.1289
9 C -0.3079
10 O 0.0489
11 B -1.0071
12 O 0.0275
13 C -0.0527
14 C -0.6655
15 O -0.0387
16 Br 0.4959
17 O -0.0324
18 C -0.3543
19 P 0.7640
20 O -0.5193
21 H 0.0739
22 H 0.0720
23 H 0.0958
24 H 0.1382
25 H 0.0848
26 H 0.1211
27 H 0.1361
28 H 0.0849
29 H 0.1111
30 H 0.1467
31 H 0.1251
32 H 0.1408
33 H 0.1623
34 H 0.0827
35 H 0.1068
36 H 0.1176
37 H 0.1295
38 H 0.0172
39 H 0.0017

***

Below is a single C5H10N2O3 molecule, with properties calculated with wB97M-V/def2-TZVPD.

Lowest unoccupied orbital energy (alpha / beta)   -0.9 / -0.9 eV
ΔE to the lowest compared entry with this formula, charge and spin   923.9 kJ/mol
Gap between HOMO and LUMO (alpha / beta)   0.2589 / 0.2588 hartree
Strongest force on any atom   3.94 eV/A
Highest occupied orbital energy (alpha / beta)   -7.96 / -7.95 eV
Total charge   0

Geometry (Å):
C1 -0.41 0.49 -0.83
C2 -0.21 1.26 0.38
C3 0.22 -1.65 0.60
C4 0.25 2.71 0.19
C5 0.73 -2.75 -0.25
N1 0.77 0.56 1.35
N2 -1.64 -0.08 -1.09
O1 -2.37 -0.22 -0.12
O2 -1.94 -0.54 -2.20
O3 1.13 -0.75 0.90
H1 0.21 0.58 -1.74
H2 -1.09 1.21 1.14
H3 -0.74 -1.78 1.05
H4 0.26 3.26 1.05
H5 -0.57 3.16 -0.25
H6 1.15 2.73 -0.51
H7 1.54 -2.57 -0.90
H8 -0.18 -3.31 -0.56
H9 1.28 -3.35 0.51
H10 1.60 1.05 1.26

Population analysis type Löwdin, resulting atomic charges in e:
1 C -0.0802
2 C -0.3437
3 C -0.0661
4 C -0.0418
5 C -0.0089
6 N 0.0721
7 N -0.4783
8 O -0.0441
9 O -0.0138
10 O -0.0553
11 H 0.1380
12 H 0.1660
13 H 0.1380
14 H 0.0448
15 H 0.0640
16 H 0.1219
17 H 0.0815
18 H 0.1167
19 H 0.1103
20 H 0.0791

***

Below is 2 unconnected molecules or ions with the total composition CH5PS2, with properties calculated with wB97M-V/def2-TZVPD.

Lowest unoccupied orbital energy (alpha / beta)   -2.0 / -2.0 eV
ΔE to the lowest compared entry with this formula, charge and spin   310.7 kJ/mol
Gap between HOMO and LUMO (alpha / beta)   0.2436 / 0.2686 hartree
Strongest force on any atom   2.44 eV/A
Highest occupied orbital energy (alpha / beta)   -8.67 / -9.33 eV
Total charge   0

Geometry (Å):
C1 0.68 -0.26 -0.16
P1 -0.50 0.73 0.82
S1 -4.27 -0.70 -0.03
S2 -1.74 1.60 -0.40
H1 1.01 0.36 -1.03
H2 0.03 -1.09 -0.50
H3 1.48 -0.53 0.57
H4 0.48 1.73 1.55
H5 -5.07 0.42 0.01

Population analysis type Löwdin, resulting atomic charges in e:
1 C -0.4124
2 P 0.2779
3 S 0.2250
4 S 0.0947
5 H 0.0405
6 H 0.0287
7 H 0.0347
8 H -0.0178
9 H -0.2712

***

Below is a molecular structure, C5H8O2, with properties calculated with wB97M-V/def2-TZVPD.

Lowest unoccupied orbital energy   0.9 eV
ΔE to the lowest compared entry with this formula, charge and spin   335.0 kJ/mol
Gap between HOMO and LUMO   0.3817 hartree
Strongest force on any atom   6.08 eV/A
Highest occupied orbital energy   -9.48 eV
Total charge   0

Geometry (Å):
C1 -0.95 -0.51 0.00
C2 0.25 -0.08 -0.84
C3 0.23 1.37 -0.40
C4 0.15 -0.39 1.09
C5 1.18 -0.84 0.08
H1 -2.23 0.47 0.96
H2 -1.10 -1.49 -0.41
H3 0.22 -0.15 -2.03
H4 -0.59 1.98 -0.52
H5 1.22 1.71 -0.78
H6 0.05 -0.77 2.07
H7 1.26 -1.80 -0.38
H8 2.24 -0.50 0.10
O1 -2.22 -0.02 0.03
O2 0.31 1.02 1.03

Population analysis type Löwdin, resulting atomic charges in e:
1 C -0.3634
2 C -0.2642
3 C -0.0934
4 C -0.2387
5 C -0.0540
6 H 0.1762
7 H 0.1406
8 H 0.1846
9 H 0.0949
10 H 0.1310
11 H 0.1427
12 H 0.1117
13 H 0.1361
14 O 0.0063
15 O -0.1103

***

Below is 2 unconnected molecules or ions with the total composition C4H9N3, with properties calculated with wB97M-V/def2-TZVPD.

Lowest unoccupied orbital energy   0.2 eV
ΔE to the lowest compared entry with this formula, charge and spin   96.7 kJ/mol
Gap between HOMO and LUMO   0.3813 hartree
SMILES   CC(C)=NC#N.N
Strongest force on any atom   1.92 eV/A
Highest occupied orbital energy   -10.16 eV
Total charge   0

Geometry (Å):
C1 0.76 -1.08 1.11
C2 0.86 -0.59 -0.30
C3 -0.26 -0.93 -1.22
N1 1.84 0.08 -0.76
C4 2.94 0.42 -0.15
N2 3.96 0.77 0.25
H1 -0.02 -0.52 1.64
H2 0.48 -2.13 1.14
H3 1.70 -0.94 1.64
H4 -0.32 -0.22 -2.04
H5 -0.07 -1.92 -1.65
H6 -1.21 -0.97 -0.68
N3 -0.90 2.39 0.06
H7 -0.85 1.98 -0.87
H8 0.03 2.65 0.33
H9 -1.24 1.68 0.70

Population analysis type Löwdin, resulting atomic charges in e:
1 C -0.0151
2 C -0.3815
3 C -0.0394
4 N 0.1156
5 C -0.3676
6 N 0.1406
7 H 0.0863
8 H 0.0898
9 H 0.0804
10 H 0.0812
11 H 0.0945
12 H 0.0824
13 N 0.0295
14 H -0.0037
15 H 0.0100
16 H -0.0030